Record 1
# C6H6ClINP

A 2-piece molecular cluster, C6H6ClINP overall in a non-equilibrium geometry (ωB97M-V/def2-TZVPD, the OMol25 dataset).

LUMO (spin up / spin down), hartree: -0.004 / -0.104
Multiplicity: 3
ΔE to the lowest compared entry with this formula, charge and spin, kcal/mol: 28.9
Expectation value of S²: 2.026

CARTESIAN COORDINATES (ANGSTROEM)
1 C -1.50901 -1.74648 1.41301
2 C -0.15022 -1.34751 1.55151
3 C -2.42359 -0.97930 0.68970
4 C 0.37654 -0.18109 0.99042
5 C -1.85873 0.17054 0.02030
6 C -0.62436 0.46908 0.22140
7 N 2.24328 2.00341 -3.07462
8 P 1.90914 1.62764 -1.62809
9 Cl 2.37962 -0.31714 -1.57364
10 I 3.31039 2.63780 0.33817
11 H -1.72769 -2.75975 1.92145
12 H 0.63199 -1.88905 2.04874
13 H -3.36255 -1.42349 0.30170
14 H 1.42728 0.18067 0.88989
15 H -2.56425 0.70700 -0.66524
16 H 1.94218 2.84767 -3.44468

Record 2
# C5H13O2

A 2-piece molecular cluster, C5H13O2 overall in a non-equilibrium geometry (ωB97M-V/def2-TZVPD, the OMol25 dataset).

LUMO, hartree: 0.143
Net charge: -1
ΔE to the lowest compared entry with this formula, charge and spin, kcal/mol: 31.9

CARTESIAN COORDINATES (ANGSTROEM)
1 C 1.33547 -0.82182 1.37952
2 O 2.14512 -1.10241 0.23576
3 C 0.45766 0.48358 1.02210
4 C -0.59308 0.43015 -0.19370
5 C -0.81336 1.75424 -0.85362
6 C -2.01468 -0.25200 0.32550
7 H 0.54870 -1.64625 1.55270
8 H 1.89502 -0.89520 2.32888
9 H 1.26626 1.29905 0.85268
10 H -0.11423 0.70900 1.94746
11 H -0.06563 -0.17349 -0.97719
12 H -1.30104 1.53097 -1.83988
13 H -1.25116 2.62546 -0.36035
14 H 0.21413 2.02304 -1.14771
15 H -2.41696 0.52514 0.94154
16 H -1.80683 -1.11692 0.93173
17 H -2.75526 -0.49366 -0.36966
18 H 2.11401 -1.94563 -2.56392
19 H 1.67838 -1.56222 -1.08794
20 O 1.47749 -1.37102 -2.12391

Record 3
# C2H8N2O2

A 3-piece molecular cluster, C2H8N2O2 overall in a non-equilibrium geometry (ωB97M-V/def2-TZVPD, the OMol25 dataset).

LUMO, hartree: -0.170
ΔE to the lowest compared entry with this formula, charge and spin, kcal/mol: 183.5

CARTESIAN COORDINATES (ANGSTROEM)
1 N -2.47114 0.95468 1.28045
2 C 1.39034 -1.59808 0.80297
3 C 0.97029 -0.91430 -0.30194
4 N -0.29215 -0.37872 -0.20609
5 O 1.70776 -0.72578 -1.32233
6 H -3.09118 0.58728 1.99974
7 H -3.13808 1.33511 0.58152
8 H 0.68944 -1.54907 1.63509
9 H 2.18974 -2.32043 0.79207
10 H -0.78783 -0.17676 0.72946
11 H -0.76704 0.35062 -0.72251
12 H 1.66985 0.83304 -1.39969
13 H 0.51742 1.81530 -2.10464
14 O 1.41259 1.78710 -1.76411

Record 4
# C6H11NO

A 2-piece molecular cluster, C6H11NO overall in a non-equilibrium geometry (ωB97M-V/def2-TZVPD, the OMol25 dataset).

LUMO (spin up / spin down), hartree: -0.146 / -0.285
Multiplicity: 2
Net charge: +1
ΔE to the lowest compared entry with this formula, charge and spin, kcal/mol: 36.4
Expectation value of S²: 0.765

CARTESIAN COORDINATES (ANGSTROEM)
1 C -0.39294 -2.46144 -0.68072
2 C -0.54804 -1.14167 -0.15033
3 C -0.47012 -0.99494 1.21071
4 N -0.30248 0.39105 1.35309
5 C -0.26762 1.12886 0.14187
6 C -0.46131 0.12352 -0.83460
7 C -0.58914 2.63695 0.12766
8 H -0.71309 -2.31459 -1.78399
9 H 0.68492 -2.85142 -0.68218
10 H -1.02577 -3.23676 -0.28665
11 H -0.49862 -1.62089 2.04290
12 H -0.33535 0.86633 2.24530
13 H -0.43542 0.27023 -1.87909
14 H -0.49920 3.00252 -0.91408
15 H -1.41411 3.14463 0.73192
16 H 0.30121 3.24382 0.40631
17 H 2.11885 -0.31064 0.32548
18 H 2.16193 0.01687 -1.09924
19 O 2.68630 0.10757 -0.27437

Record 5
# C6H33NO13

A 12-piece molecular cluster, C6H33NO13 overall in a non-equilibrium geometry (ωB97M-V/def2-TZVPD, the OMol25 dataset).

LUMO, hartree: -0.004
Structure (SMILES): C=C(CCC=O)NCO.O.O.O.O.O.O.O.O.O.O.O
ΔE to the lowest compared entry with this formula, charge and spin, kcal/mol: 6.2

CARTESIAN COORDINATES (ANGSTROEM)
1 C 0.89509 -3.64963 2.29249
2 C 0.87480 -2.68002 1.38327
3 C 2.18247 -2.28696 0.69830
4 C 2.02928 -1.64006 -0.67660
5 C 2.15727 -2.74411 -1.70157
6 O 1.25554 -3.03739 -2.45332
7 N -0.23740 -1.87849 1.10040
8 C -1.28537 -2.20555 0.14325
9 O -0.99852 -1.87271 -1.19269
10 H 1.73659 -4.32383 2.36836
11 H 0.02178 -4.01134 2.82259
12 H 2.79295 -1.60617 1.30449
13 H 2.83046 -3.17013 0.69583
14 H 1.10547 -1.10230 -0.84713
15 H 2.68797 -0.80667 -0.93621
16 H 3.09661 -3.32271 -1.66322
17 H -0.04252 -0.88917 1.03354
18 H -1.47853 -3.28040 0.20686
19 H -2.13743 -1.62717 0.47702
20 H -0.37549 -2.46870 -1.63680
21 O 1.93213 1.19512 -2.30714
22 H 1.48822 2.01186 -2.06327
23 H 2.81568 1.26281 -1.90023
24 O -0.96787 3.07512 1.98173
25 H -0.29663 3.46570 2.54264
26 H -1.39898 2.33915 2.45282
27 O 0.96719 1.03187 0.71239
28 H 0.77631 1.10866 -0.23202
29 H 0.30306 1.58152 1.15165
30 O 3.28778 1.09889 1.81401
31 H 2.37520 1.01411 1.51542
32 H 3.46583 1.82847 2.39107
33 O -1.95788 0.57206 2.36559
34 H -1.52136 -0.05582 2.94580
35 H -2.18233 0.04428 1.57112
36 O -0.00318 3.15005 -1.34942
37 H -0.41228 3.01162 -2.20979
38 H -0.36946 3.99533 -1.10375
39 O 4.00956 2.06279 -0.65559
40 H 3.95125 1.69718 0.25130
41 H 3.39754 2.80144 -0.62222
42 O -1.88894 1.63281 -2.86426
43 H -2.05910 0.67078 -2.82120
44 H -2.74248 1.96601 -3.11759
45 O -3.02532 -0.86548 -2.58553
46 H -3.11417 -0.53308 -1.67850
47 H -2.16410 -1.29218 -2.50044
48 O -3.46544 -0.09229 0.26807
49 H -4.40983 -0.23077 0.36120
50 H -3.37209 0.87446 0.20355
51 O -3.83924 2.68858 0.48429
52 H -3.06218 3.19740 0.25210
53 H -3.62791 2.29505 1.32732

Record 6
# HPS5

HPS5 as an isolated structure in a non-equilibrium geometry (ωB97M-V/def2-TZVPD, the OMol25 dataset).

LUMO (spin up / spin down), hartree: -0.066 / -0.076
ΔE to the lowest compared entry with this formula, charge and spin, kcal/mol: 44.7

CARTESIAN COORDINATES (ANGSTROEM)
1 P -0.16008 -0.33052 -1.78322
2 S 0.44693 -2.39953 1.88226
3 S 0.37766 1.77861 -1.30533
4 S -0.55788 -1.09319 0.83667
5 S -1.04635 1.99720 0.23318
6 S -0.20256 0.89699 1.68075
7 H 1.14227 -0.84957 -1.54430

Record 7
# C25H18LiNO5P

C25H18LiNO5P as an isolated structure (ωB97M-V/def2-TZVPD, the OMol25 dataset).

LUMO, hartree: 0.093
Net charge: -1

CARTESIAN COORDINATES (ANGSTROEM)
1 Li -1.94447 1.17566 1.13343
2 O 1.98038 3.19693 0.03519
3 C 0.82769 2.74043 0.09790
4 O 0.38614 1.63826 -0.31332
5 C -0.24614 3.65568 0.70885
6 C -0.03941 5.01304 0.90528
7 C -1.09673 5.78754 1.36396
8 C -2.32609 5.19506 1.60935
9 C -2.44539 3.82616 1.40547
10 N -1.42146 3.09144 0.98158
11 C -3.77419 3.07546 1.61038
12 O -4.73944 3.74840 1.97923
13 O -3.73129 1.83171 1.35858
14 H 0.93399 5.42792 0.68549
15 H -0.96363 6.85294 1.51616
16 H -3.19492 5.74264 1.94608
17 O -0.91264 -0.40973 1.24724
18 P 0.00805 -1.00763 0.24301
19 C 1.76692 -0.74220 0.56320
20 C 2.62769 -0.07272 -0.29801
21 C 3.96354 0.07773 0.04334
22 C 4.44069 -0.42842 1.24165
23 C 3.58284 -1.08946 2.11121
24 C 2.25026 -1.25171 1.76894
25 C -0.41702 -0.70121 -1.48974
26 C 0.29470 -1.35869 -2.49113
27 C -0.06416 -1.21998 -3.82210
28 C -1.15902 -0.43739 -4.16237
29 C -1.87439 0.21192 -3.16838
30 C -1.50413 0.08976 -1.83473
31 C -0.16574 -2.82000 0.33845
32 C 0.86381 -3.70083 0.01769
33 C 0.65276 -5.07177 0.05743
34 C -0.58935 -5.57110 0.42406
35 C -1.61549 -4.69822 0.75659
36 C -1.40591 -3.32749 0.71631
37 H 2.23214 0.38307 -1.19341
38 H 4.62211 0.62796 -0.61572
39 H 5.48137 -0.29154 1.50991
40 H 3.94605 -1.47075 3.05730
41 H 1.57634 -1.76304 2.44737
42 H 1.14335 -1.98204 -2.23518
43 H 0.50963 -1.72738 -4.58755
44 H -1.44949 -0.32746 -5.19988
45 H -2.71970 0.83845 -3.42256
46 H -2.05828 0.66987 -1.10784
47 H 1.84097 -3.31593 -0.24814
48 H 1.46147 -5.74823 -0.19005
49 H -0.75543 -6.64084 0.45855
50 H -2.58285 -5.08409 1.05341
51 H -2.19611 -2.63818 0.98747

Record 8
# C13H14BrF6IN2O6S4Ti

C13H14BrF6IN2O6S4Ti as an isolated structure in a non-equilibrium geometry (ωB97M-V/def2-TZVPD, the OMol25 dataset).

LUMO, hartree: -0.027
ΔE to the lowest compared entry with this formula, charge and spin, kcal/mol: 33.8

CARTESIAN COORDINATES (ANGSTROEM)
1 Ti 0.07927 0.23246 0.93265
2 F 3.15326 -1.02677 2.08094
3 C 3.34669 0.18561 2.62935
4 F 4.61379 0.26430 3.00841
5 F 2.56746 0.25537 3.72704
6 S 2.87528 1.62731 1.46230
7 O 1.86520 0.76727 0.62003
8 O 4.08865 1.83689 0.69382
9 N -0.43525 1.53006 2.08051
10 S -1.93763 1.15952 2.12388
11 O -2.49596 0.75816 3.38467
12 O -2.11824 0.19206 1.00451
13 C -2.93246 2.63878 1.61964
14 F -2.84351 2.85888 0.31868
15 F -2.51307 3.70311 2.28879
16 F -4.20883 2.40112 1.92684
17 C -0.91098 4.69258 -2.68531
18 O -0.90036 3.29015 -2.41347
19 C -0.32888 2.86087 -1.28549
20 S -0.44292 1.13780 -1.24901
21 S 0.34158 3.85794 -0.17156
22 H 0.10691 5.07413 -2.75130
23 H -1.43991 5.22836 -1.89873
24 H -1.42576 4.78882 -3.63671
25 Br -1.81387 -4.88996 -1.58690
26 C -0.53301 -4.86977 -0.20033
27 C -0.41992 -5.99746 0.60343
28 C 0.49835 -6.01879 1.64067
29 C 1.31355 -4.92085 1.87349
30 C 1.20472 -3.79453 1.07292
31 C 0.27294 -3.76498 0.04256
32 I 0.14189 -2.01695 -1.10015
33 H -1.05260 -6.85196 0.40706
34 H 0.58228 -6.90270 2.25911
35 H 2.04684 -4.93965 2.66895
36 H 1.85206 -2.94651 1.24220
37 C -2.42593 -2.80354 2.09519
38 N -1.81898 -2.26771 3.30865
39 C -2.56961 -2.42572 4.54518
40 C -0.71529 -1.56900 3.28905
41 O -0.05961 -1.31128 2.24842
42 H -2.33272 -3.89083 2.08877
43 H -1.93970 -2.38513 1.22264
44 H -3.47888 -2.52644 2.07496
45 H -2.89588 -3.46003 4.64172
46 H -3.43754 -1.76696 4.53087
47 H -1.94218 -2.16848 5.39520
48 H -0.35845 -1.21458 4.25759

Record 9
# C35H31AlFO7

C35H31AlFO7 as an isolated structure in a non-equilibrium geometry (ωB97M-V/def2-TZVPD, the OMol25 dataset).

LUMO, hartree: 0.020
Net charge: -1

CARTESIAN COORDINATES (ANGSTROEM)
1 C -1.81357 4.62084 2.65728
2 C -1.02945 3.71640 1.66717
3 C -1.91519 2.65107 1.01138
4 O -1.82728 1.39365 1.62355
5 Al -3.14700 0.98051 2.79094
6 F -3.68301 2.33749 3.75017
7 C -4.76873 0.13391 1.90190
8 C -5.77951 1.07328 1.26508
9 O -6.12260 2.20785 2.10580
10 C -7.42546 2.21372 2.41349
11 C -8.37622 3.04891 1.60074
12 O -7.84680 1.58830 3.29149
13 H -1.63370 4.26953 3.66063
14 H -2.86638 4.49496 2.46511
15 H -1.55704 5.67045 2.57104
16 H -0.58965 4.34284 0.89469
17 H -0.20068 3.24680 2.18231
18 H -1.50848 2.53033 -0.00423
19 H -2.93762 3.02302 0.87507
20 H -2.53276 -0.12282 3.80451
21 H -5.27103 -0.47971 2.64626
22 H -4.46171 -0.55323 1.11237
23 H -6.70092 0.51663 1.08463
24 H -5.39613 1.41596 0.30800
25 H -9.00421 3.59037 2.28980
26 H -9.00138 2.39986 1.00164
27 H -7.88723 3.76528 0.94999
28 C 1.90689 -0.03062 -1.70218
29 C 2.23248 -0.65665 -2.90235
30 C 2.48674 0.10042 -4.03593
31 C 2.40395 1.48728 -3.97691
32 C 2.06047 2.10834 -2.77498
33 C 1.82414 1.34707 -1.64048
34 C 1.91197 3.58309 -2.68702
35 O 1.61967 4.09811 -1.63052
36 C 2.11931 4.39109 -3.92174
37 C 1.92813 5.76544 -3.87862
38 C 2.13232 6.52708 -5.01587
39 C 2.53774 5.91929 -6.20039
40 C 2.72529 4.54895 -6.24972
41 C 2.50885 3.77779 -5.11483
42 C 2.68263 2.29670 -5.19351
43 O 3.03411 1.76917 -6.23042
44 H 1.71322 -0.62051 -0.81551
45 H 2.28587 -1.73664 -2.95097
46 H 2.74110 -0.38419 -4.96878
47 H 1.56298 1.83396 -0.71031
48 H 1.61631 6.23611 -2.95596
49 H 1.97773 7.59788 -4.98203
50 H 2.70332 6.51794 -7.08702
51 H 3.03598 4.07446 -7.17059
52 C -0.15720 -3.87945 3.69230
53 C -0.06123 -5.07281 4.40175
54 C 0.87574 -6.02658 4.03956
55 C 1.71605 -5.79754 2.95786
56 C 1.60448 -4.60857 2.23176
57 C 0.67336 -3.64848 2.60955
58 C 2.46099 -4.35959 1.04190
59 O 2.36274 -3.32379 0.41863
60 C 3.43205 -5.41313 0.63256
61 C 4.20288 -5.22424 -0.50702
62 C 5.11757 -6.18908 -0.89080
63 C 5.27277 -7.34507 -0.13205
64 C 4.50349 -7.54044 1.00170
65 C 3.57483 -6.58098 1.38379
66 C 2.73011 -6.82146 2.58939
67 O 2.86742 -7.83266 3.24842
68 H -0.88412 -3.13132 3.98176
69 H -0.71945 -5.25636 5.24086
70 H 0.95344 -6.95156 4.59448
71 H 0.59580 -2.72340 2.05477
72 H 4.08361 -4.32342 -1.09367
73 H 5.71406 -6.04203 -1.78197
74 H 5.99358 -8.09564 -0.43002
75 H 4.61958 -8.44018 1.59039

Record 10
# C26H30N2O8

One molecule with the formula C26H30N2O8 in a non-equilibrium geometry (ωB97M-V/def2-TZVPD, the OMol25 dataset).

LUMO, hartree: 0.013
Structure (SMILES): COC(=O)c1ccccc1CON1C(=O)C(C)(C)N(OCc2ccccc2C(=O)OC)C(=O)C1(C)C
ΔE to the lowest compared entry with this formula, charge and spin, kcal/mol: 0.0

CARTESIAN COORDINATES (ANGSTROEM)
1 C 5.26946 1.74716 -1.49102
2 O 4.02366 1.84134 -0.81702
3 C 3.95321 1.22683 0.37543
4 O 4.87972 0.62838 0.86011
5 C 2.61186 1.41597 0.99139
6 C 1.95874 2.63085 0.78871
7 C 0.71947 2.87171 1.35134
8 C 0.12044 1.89430 2.12803
9 C 0.76681 0.68918 2.34057
10 C 2.01287 0.42963 1.78340
11 C 2.63680 -0.92527 2.00309
12 O 2.46528 -1.81625 0.90270
13 N 1.15145 -1.88056 0.39579
14 C 0.16799 -2.31063 1.20210
15 O 0.33253 -2.60738 2.36869
16 C -1.24459 -2.30704 0.60210
17 C -1.73041 -3.76051 0.50540
18 C -2.12620 -1.53031 1.58566
19 N -1.29416 -1.67670 -0.70567
20 O -2.60653 -1.56155 -1.20575
21 C -2.98010 -0.25772 -1.64757
22 C -3.37256 0.66077 -0.51542
23 C -4.48943 0.29104 0.23090
24 C -4.93181 1.04438 1.30074
25 C -4.27229 2.21721 1.63302
26 C -3.18743 2.61934 0.88239
27 C -2.71454 1.84848 -0.18243
28 C -1.58167 2.45245 -0.93755
29 O -1.43749 3.64688 -1.04074
30 O -0.74822 1.56461 -1.48594
31 C 0.26662 2.08058 -2.34011
32 C -0.28537 -1.59430 -1.59391
33 O -0.44193 -1.27399 -2.75398
34 C 1.11573 -1.90804 -1.05446
35 C 2.08515 -0.86809 -1.61555
36 C 1.50945 -3.30607 -1.55887
37 H 5.54624 0.70030 -1.63020
38 H 6.05215 2.24201 -0.91243
39 H 5.13369 2.23843 -2.45082
40 H 2.44090 3.39293 0.19505
41 H 0.22623 3.81602 1.17953
42 H -0.84744 2.07110 2.57391
43 H 0.30541 -0.06725 2.95781
44 H 2.21939 -1.37763 2.90933
45 H 3.72248 -0.85337 2.08573
46 H -1.66134 -4.22866 1.48343
47 H -2.76286 -3.77777 0.16597
48 H -1.12607 -4.32617 -0.20005
49 H -1.94523 -1.91055 2.58756
50 H -3.17553 -1.65910 1.34021
51 H -1.88084 -0.47062 1.55787
52 H -3.85961 -0.46524 -2.26539
53 H -2.19755 0.16098 -2.27787
54 H -5.01370 -0.61232 -0.04605
55 H -5.79497 0.72619 1.86581
56 H -4.61343 2.82036 2.46051
57 H -2.68196 3.54839 1.09892
58 H 1.16001 2.31702 -1.75939
59 H 0.47531 1.29792 -3.06611
60 H -0.08981 2.98691 -2.83328
61 H 3.10825 -1.14227 -1.37489
62 H 1.86662 0.10906 -1.19550
63 H 1.96521 -0.82562 -2.69420
64 H 0.84422 -4.06669 -1.15671
65 H 1.45713 -3.33029 -2.64398
66 H 2.52456 -3.53071 -1.24034

Record 11
# C2H3NO2

C2H3NO2 as an isolated structure in a non-equilibrium geometry (ωB97M-V/def2-TZVPD, the OMol25 dataset).

LUMO, hartree: 0.007
ΔE to the lowest compared entry with this formula, charge and spin, kcal/mol: 72.8

CARTESIAN COORDINATES (ANGSTROEM)
1 N -1.13367 -0.30731 0.54443
2 C -0.24077 0.64710 0.16685
3 O -0.44304 1.74886 -0.24170
4 C 1.27922 -0.32287 -0.72846
5 O 1.11997 0.22143 0.44919
6 H -2.06435 -0.12020 0.20387
7 H -0.85093 -1.27414 0.46054
8 H 2.33357 -0.59287 -0.85471